1.
ORCA calculation (ωB97M-V/def2-TZVPD) on a structure of composition C27H66BF4IO14Si2 in a non-equilibrium geometry.

As for the LUMO energy: 0.206 eV. For the highest occupied orbital energy, the calculation gives -0.3314 Eh. The calculation puts the frontier orbital gap at 9.22 eV. For the max |F|, the calculation gives 1.2 eV Å⁻¹.

Geometry as XYZ:
```
115
C27H66BF4IO14Si2 (ωB97M-V/def2-TZVPD)
C -6.373 -1.634 -5.693
C -6.893 -0.329 -6.294
C -7.735 0.379 -5.230
C -5.774 0.591 -6.809
C -4.561 0.642 -5.886
Si -3.290 1.944 -6.307
F -2.017 1.132 -6.840
O -2.721 2.727 -4.939
Si -3.628 3.724 -4.002
I -5.927 4.106 -4.690
C -3.683 3.124 -2.190
O -3.151 1.791 -2.002
C -4.023 0.940 -1.433
F -3.395 -0.234 -1.218
F -4.495 1.377 -0.246
F -5.082 0.688 -2.239
B -3.727 3.181 -7.837
O -2.674 3.712 -8.535
O -4.986 3.547 -8.221
H -5.510 -2.009 -6.234
H -6.020 -1.437 -4.686
H -7.127 -2.409 -5.653
H -7.572 -0.554 -7.112
H -7.230 0.389 -4.270
H -7.991 1.394 -5.515
H -8.657 -0.178 -5.100
H -5.505 0.280 -7.815
H -6.234 1.567 -6.925
H -4.893 0.753 -4.856
H -4.066 -0.325 -5.919
H -2.964 5.040 -4.001
H -3.196 3.836 -1.535
H -4.729 3.107 -1.903
H -1.877 3.743 -8.006
H -4.997 4.493 -8.384
C -0.733 1.047 -0.207
O 0.460 1.814 -0.257
C 0.884 2.282 1.013
C 1.960 1.397 1.607
O 1.483 0.089 1.883
C 1.798 -0.858 0.874
H -0.796 0.475 -1.122
H -0.739 0.356 0.640
H -1.599 1.705 -0.142
H 0.035 2.369 1.698
H 1.299 3.284 0.865
H 2.277 1.827 2.562
H 2.834 1.355 0.950
H 2.834 -1.200 0.981
H 1.655 -0.450 -0.128
H 1.133 -1.710 0.999
C 7.473 0.559 1.555
O 6.709 0.549 2.748
C 5.494 -0.175 2.633
C 5.603 -1.580 3.181
O 6.515 -2.377 2.441
C 7.798 -2.460 3.033
H 8.493 0.835 1.818
H 7.487 -0.420 1.071
H 7.078 1.304 0.855
H 5.156 -0.194 1.591
H 4.744 0.365 3.220
H 4.623 -2.061 3.102
H 5.881 -1.563 4.239
H 7.795 -3.195 3.846
H 8.133 -1.496 3.421
H 8.497 -2.790 2.265
C -0.239 0.779 -3.989
O 1.003 0.898 -4.660
C 2.116 0.684 -3.808
C 2.649 -0.730 -3.901
O 1.708 -1.687 -3.442
C 0.969 -2.298 -4.486
H -1.016 0.654 -4.737
H -0.254 -0.078 -3.313
H -0.452 1.692 -3.425
H 1.859 0.931 -2.773
H 2.903 1.374 -4.130
H 3.530 -0.813 -3.256
H 2.958 -0.955 -4.926
H 1.562 -3.088 -4.960
H 0.660 -1.575 -5.244
H 0.079 -2.744 -4.045
C 3.762 -6.554 7.234
O 2.591 -5.788 7.010
C 2.797 -4.391 7.132
C 2.998 -3.719 5.791
O 4.179 -4.159 5.139
C 3.941 -5.163 4.167
H 3.596 -7.543 6.809
H 4.638 -6.109 6.759
H 3.947 -6.661 8.308
H 3.644 -4.185 7.794
H 1.898 -3.975 7.597
H 3.105 -2.642 5.956
H 2.126 -3.876 5.149
H 3.579 -4.714 3.236
H 3.220 -5.905 4.514
H 4.889 -5.661 3.968
C -2.621 3.779 6.820
O -2.718 2.369 6.733
C -2.747 1.886 5.400
C -1.390 1.408 4.930
O -0.441 2.462 4.866
C 0.400 2.521 6.005
H -2.282 4.025 7.825
H -1.909 4.185 6.099
H -3.602 4.240 6.660
H -3.139 2.651 4.723
H -3.437 1.036 5.383
H -1.495 1.010 3.916
H -1.023 0.602 5.571
H 1.199 1.775 5.926
H -0.154 2.360 6.931
H 0.849 3.513 6.034
```

Mulliken atomic charge list, values in e, 5 entries: -1.4304 0.3248 -1.2158 -0.8294 0.4274

---

2.
ORCA calculation (ωB97M-V/def2-TZVPD) on a cluster of 4 separate species, C3H14O3S in total in a non-equilibrium geometry.

As for the LUMO energy: 0.408 eV. Its SMILES is CCCS.O.O.O. For the highest occupied orbital energy, the calculation gives -0.3175 Eh. The calculation puts the frontier orbital gap at 9.05 eV. For the max |F|, the calculation gives 1.0 eV Å⁻¹.

Geometry as XYZ:
```
21
C3H14O3S (ωB97M-V/def2-TZVPD)
C 1.000 1.931 -0.958
C 1.971 0.891 -0.414
C 1.289 -0.414 -0.018
S 2.383 -1.578 0.834
H 1.578 2.671 -1.506
H 0.321 1.501 -1.699
H 0.379 2.318 -0.162
H 2.490 1.255 0.478
H 2.784 0.652 -1.105
H 0.402 -0.243 0.591
H 0.895 -0.948 -0.886
H 2.625 -0.787 1.894
O -1.260 -1.796 1.412
H -1.429 -2.086 0.507
H -1.852 -2.215 2.039
O -2.405 0.624 0.659
H -1.860 1.364 0.941
H -2.319 -0.029 1.370
O -1.952 -1.120 -1.436
H -2.278 -0.463 -0.784
H -2.762 -1.527 -1.759
```

Mulliken atomic charge list, values in e, 5 entries: -1.0121 -0.2917 -0.4725 -0.2008 0.3393

---

3.
ORCA calculation (ωB97M-V/def2-TZVPD) on a structure of composition C19H43IrOP3Se in a non-equilibrium geometry.

As for the LUMO energy (spin up / spin down): -7.830 / -11.943 eV. As for the expectation value of S²: 6.0361. The spin multiplicity is 5. Its total charge is +3. For the highest occupied orbital energy (spin up / spin down), the calculation gives -0.5219 / -0.6757 Eh. The calculation puts the frontier orbital gap (spin up / spin down) at 6.37 / 6.44 eV. For the max |F|, the calculation gives 1.7 eV Å⁻¹.

Geometry as XYZ:
```
68
C19H43IrOP3Se (ωB97M-V/def2-TZVPD)
Ir -0.203 -0.035 0.764
P -2.512 -0.130 0.407
P 0.118 -2.352 0.630
P -0.055 2.282 0.574
H 2.111 -0.901 -0.751
C 1.916 0.024 -0.205
C 2.045 0.048 1.203
H 2.341 -0.865 1.720
C -3.184 -0.153 -1.317
C -3.370 -1.592 1.133
C -3.458 1.266 1.146
C 1.789 -3.098 0.631
C -0.575 -3.169 2.118
C -0.650 -3.085 -0.860
C 1.564 3.146 0.514
C -0.760 3.072 2.073
C -0.908 2.937 -0.904
H 2.044 0.935 -0.794
H 2.298 0.983 1.703
H -4.283 -0.211 -1.253
H -2.805 -1.026 -1.871
H -2.896 0.752 -1.874
H -4.436 -1.553 0.862
H -3.290 -1.551 2.228
H -2.970 -2.553 0.782
H -4.531 1.099 0.976
H -3.197 2.243 0.721
H -3.269 1.273 2.227
H 1.705 -4.158 0.347
H 2.222 -3.053 1.638
H 2.488 -2.624 -0.064
H -0.722 -4.236 1.902
H -1.530 -2.742 2.438
H 0.137 -3.079 2.950
H -0.178 -4.064 -1.012
H -0.468 -2.464 -1.748
H -1.731 -3.233 -0.757
H 1.393 4.210 0.287
H 2.238 2.746 -0.251
H 2.071 3.089 1.487
H -0.748 4.164 1.946
H -0.148 2.812 2.949
H -1.788 2.754 2.271
H -0.541 3.961 -1.062
H -1.996 2.972 -0.779
H -0.675 2.332 -1.795
C 1.110 0.108 -4.705
C 2.375 -0.132 -4.099
C 3.540 -0.074 -4.857
C 3.485 0.203 -6.237
C 2.233 0.427 -6.844
C 1.069 0.374 -6.097
Se -0.359 0.110 -3.631
H -0.774 -0.420 -0.625
H 2.409 -0.333 -3.032
H 4.502 -0.240 -4.371
H 4.404 0.241 -6.817
H 2.178 0.647 -7.916
H 0.101 0.558 -6.570
C 0.280 0.280 5.601
C 0.788 0.220 4.176
O -0.280 -0.015 3.210
H -0.462 1.080 5.716
H 1.125 0.477 6.272
H -0.147 -0.682 5.912
H 1.261 1.154 3.854
H 1.512 -0.602 4.086
H -0.953 -0.559 3.641
```

Mulliken atomic charge list, values in e, 5 entries: 1.5049 0.7974 0.6079 0.5367 0.2525

---

4.
ORCA calculation (ωB97M-V/def2-TZVPD) on an isolated molecule of C3H5NO2 in a non-equilibrium geometry.

As for the LUMO energy: 0.866 eV. Its SMILES is [H]/N=C/OCC=O. For the highest occupied orbital energy, the calculation gives -0.3581 Eh. The calculation puts the frontier orbital gap at 10.61 eV. For the max |F|, the calculation gives 1.1 eV Å⁻¹.

Geometry as XYZ:
```
11
C3H5NO2 (ωB97M-V/def2-TZVPD)
H 1.393 1.737 -0.542
N 0.862 0.901 -0.429
C 1.404 -0.215 -0.667
O 0.645 -1.270 -0.405
C -0.718 -0.792 0.054
C -1.089 0.502 0.875
O -1.255 0.486 2.071
H 2.415 -0.402 -1.058
H -0.982 -1.628 0.685
H -1.294 -0.718 -0.873
H -1.381 1.400 0.290
```

Mulliken atomic charge list, values in e, 5 entries: 0.1864 -0.4898 0.0810 -0.3558 -0.3483